## P
Computed, not measured: a structure of composition C32H38BrN7O7PSSc, with the ωB97M-V functional and the def2-TZVPD basis.

```
! RIJCOSX wB97M-V def2-TZVPD def2/J DEFGRID3
* xyz -2 1
Sc -1.28804 -0.10694 -1.59911
O -1.59368 -1.47651 0.15535
C -0.58518 -0.97409 0.71411
O 0.32766 -0.40807 0.06355
C -0.39709 -1.08584 2.19859
C -0.94019 -2.17754 2.86237
C -0.77232 -2.32375 4.22988
C -0.05883 -1.36731 4.93410
C 0.48937 -0.27866 4.27123
C 0.34251 -0.11593 2.89469
P 1.20234 1.26638 1.99147
C 1.09861 2.52095 3.36460
C 2.17673 3.15943 3.97707
C 1.98060 4.19281 4.88571
C 0.70065 4.62166 5.19888
C -0.38551 3.99034 4.60429
C -0.18862 2.95506 3.70673
C 2.94486 0.63265 2.19515
C 3.27476 -0.69089 2.48877
C 4.58245 -1.14774 2.38183
C 5.59763 -0.29185 1.98230
C 5.28655 1.02220 1.65539
C 3.97566 1.46303 1.73569
H -1.49409 -2.90855 2.28671
H -1.19586 -3.17904 4.74400
H 0.08749 -1.47886 6.00291
H 1.06730 0.44491 4.83209
H 3.18795 2.83937 3.76799
H 2.83709 4.66562 5.35403
H 0.54879 5.43948 5.89356
H -1.39381 4.31519 4.83219
H -1.03639 2.47920 3.22505
H 2.49981 -1.38012 2.79901
H 4.80768 -2.18566 2.59766
H 6.61666 -0.64987 1.89653
H 6.06531 1.69133 1.30834
H 3.73134 2.46852 1.40908
O -2.88378 0.94618 -0.82821
S -1.97712 1.94610 -0.15816
O -2.54598 3.27170 -0.12373
O -1.69574 1.43288 1.19462
O -0.75119 1.84575 -1.02648
O 0.05342 -4.00973 -3.33566
C -0.32503 -2.94178 -2.93425
N -0.69401 -1.88514 -2.55211
C 1.47774 0.52416 -4.02032
N 2.86368 0.78408 -4.46127
C 3.69253 -0.34814 -4.04616
N 3.66405 -0.56690 -2.60049
C 2.26125 -0.79780 -2.20855
N 1.39820 0.32980 -2.57303
C 1.90958 1.53371 -1.90616
N 3.30179 1.82131 -2.29944
C 3.33909 1.97450 -3.75231
C 4.11764 0.66076 -1.94180
H 1.10348 -0.37109 -4.51918
H 0.85061 1.36698 -4.30760
H 4.72668 -0.16325 -4.35723
H 3.32777 -1.25060 -4.54244
H 2.21227 -0.94505 -1.13002
H 1.90095 -1.69735 -2.70682
H 1.86178 1.38415 -0.82713
H 1.27497 2.38042 -2.16371
H 4.36979 2.18142 -4.06136
H 2.70840 2.82116 -4.03299
H 4.07249 0.51784 -0.85937
H 5.15557 0.85496 -2.23456
Br -1.98252 0.78973 -3.93464
C -4.81994 -0.83532 -2.63488
C -6.24812 -1.44706 -2.60315
N -6.32361 -2.53766 -1.62360
C -5.32022 -3.55075 -1.96684
C -3.89603 -2.92868 -1.95442
N -3.98080 -1.50567 -1.64135
C -4.58951 -1.33610 -0.31645
C -5.99193 -2.00001 -0.29873
H -4.82332 0.22838 -2.39815
H -4.35470 -0.95522 -3.61305
H -6.52835 -1.85827 -3.57774
H -6.99919 -0.70159 -2.32689
H -5.57300 -3.95426 -2.95177
H -5.40964 -4.36353 -1.23983
H -3.41029 -3.03266 -2.92658
H -3.25193 -3.39561 -1.20679
H -4.64376 -0.26874 -0.11892
H -3.91579 -1.77468 0.41881
H -6.77053 -1.28301 -0.02247
H -6.03788 -2.83125 0.41163
*
```

Properties
E_HOMO: -3.0 eV
gap between HOMO and LUMO: 7.304 eV

=====

## Q
Computed, not measured: a structure of composition C32H38BrN7O7PSSc, with the ωB97M-V functional and the def2-TZVPD basis.

```
! RIJCOSX wB97M-V def2-TZVPD def2/J DEFGRID3
* xyz -2 1
Sc 0.01343 -0.35417 -0.41023
O 3.23632 1.60257 1.20844
C 2.02676 1.52363 1.43394
O 1.14049 1.19193 0.58590
C 1.53829 1.94976 2.81922
C 2.53332 2.12025 3.78172
C 2.23381 2.49690 5.07736
C 0.91153 2.72403 5.43247
C -0.08330 2.56700 4.48307
C 0.20488 2.17410 3.17388
P -1.17083 2.03658 1.95032
C -2.58547 1.74014 3.07896
C -3.68315 2.57296 3.26411
C -4.77074 2.15430 4.02522
C -4.76882 0.90110 4.61682
C -3.67050 0.06387 4.44346
C -2.59382 0.47256 3.67497
C -1.38300 3.79366 1.47906
C -0.52093 4.82108 1.85265
C -0.69388 6.10916 1.35960
C -1.73817 6.39458 0.49461
C -2.60322 5.37700 0.10973
C -2.41591 4.09037 0.58462
H 3.55094 1.93169 3.46912
H 3.02777 2.60615 5.80736
H 0.65195 3.02035 6.44242
H -1.11224 2.74969 4.76672
H -3.70048 3.55718 2.81054
H -5.62074 2.81558 4.15042
H -5.61876 0.57224 5.20327
H -3.65736 -0.92224 4.89183
H -1.75232 -0.19659 3.52002
H 0.29881 4.61689 2.52982
H -0.00113 6.88888 1.65420
H -1.86996 7.39839 0.10815
H -3.40708 5.57823 -0.58808
H -3.06041 3.29216 0.23481
O -0.09726 -3.28450 2.03881
S 0.27430 -1.90807 1.81892
O 0.79244 -1.21543 2.98199
O -0.91527 -1.10695 1.24848
O 1.21402 -1.75445 0.62552
O -1.11671 -3.83854 -3.01679
C -0.80087 -2.83866 -2.43510
N -0.49155 -1.83205 -1.89624
C 1.96915 -0.80472 -3.16700
N 3.20652 -0.72807 -3.95609
C 4.26700 -1.38517 -3.18905
N 4.47593 -0.77365 -1.88070
C 3.21724 -0.84429 -1.12545
N 2.10946 -0.16369 -1.84335
C 2.51265 1.24881 -2.06501
N 3.76351 1.34902 -2.82569
C 3.57266 0.67951 -4.10754
C 4.80385 0.63874 -2.07956
H 1.70419 -1.84888 -3.02122
H 1.15596 -0.31350 -3.70321
H 5.19998 -1.33011 -3.76017
H 3.99918 -2.43519 -3.04975
H 3.34734 -0.36224 -0.15898
H 2.93927 -1.88506 -0.97285
H 2.64365 1.71606 -1.09348
H 1.71230 1.75337 -2.60299
H 4.50142 0.74120 -4.68501
H 2.77871 1.19148 -4.65675
H 4.91778 1.10996 -1.10220
H 5.74583 0.70933 -2.63448
Br -0.97238 1.60882 -1.91500
C -3.92297 0.42177 -0.11555
C -5.45790 0.18775 -0.11991
N -5.77403 -1.13329 -0.67531
C -5.22603 -1.20747 -2.03437
C -3.68900 -0.98016 -2.02214
N -3.23803 -0.74970 -0.65398
C -3.56733 -1.91525 0.16630
C -5.10279 -2.14669 0.15050
H -3.55296 0.59271 0.89662
H -3.63598 1.28097 -0.72453
H -5.97460 0.94181 -0.72198
H -5.86734 0.23541 0.89327
H -5.73720 -0.45759 -2.64592
H -5.47502 -2.19106 -2.44298
H -3.39477 -0.11450 -2.61908
H -3.15705 -1.84519 -2.41703
H -3.18323 -1.74505 1.17022
H -3.02529 -2.77234 -0.23883
H -5.52143 -2.08473 1.15920
H -5.35584 -3.13157 -0.25250
*
```

Properties
E_HOMO: -3.0 eV
gap between HOMO and LUMO: 7.272 eV

=====

Stability ranking, top entry: Q; the second entry is 61.7 kJ/mol less favorable.

=====

## P
Computed, not measured: a structure of composition C5H3N, with the ωB97M-V functional and the def2-TZVPD basis.

```
! RIJCOSX wB97M-V def2-TZVPD def2/J DEFGRID3
* xyz 0 1
C 0.69856 -0.33025 1.42743
C 0.45504 0.54986 0.52313
C -0.40846 -0.86826 -0.02714
C -0.25415 1.20460 -0.66027
C 0.32953 -1.60356 0.75298
N -1.26922 0.21268 -0.83171
H -0.79826 2.27160 -0.69393
H 0.52352 1.17100 -1.44298
H 0.72346 -2.60768 0.95251
*
```

Properties
E_HOMO: -8.2 eV
gap between HOMO and LUMO: 7.423 eV

=====

## Q
Computed, not measured: a cluster of 2 separate species, C5H3N in total, with the ωB97M-V functional and the def2-TZVPD basis.

```
! RIJCOSX wB97M-V def2-TZVPD def2/J DEFGRID3
* xyz 0 1
C 1.90121 -0.92984 -0.77446
C 1.08817 -1.50621 -0.13474
C -0.26947 2.26874 0.70721
C -0.68486 2.83705 1.71311
C 0.78715 1.20938 -1.27016
N 0.30791 1.68233 -0.30692
H 2.54584 -0.11733 -1.22664
H 0.47848 -2.19854 0.28983
H -0.95282 3.15688 2.64023
*
```

Properties
E_HOMO: -9.9 eV
gap between HOMO and LUMO: 10.506 eV

=====

Stability ranking, top entry: Q; the second entry is 345.2 kJ/mol less favorable.